53
Properties=species:S:1:pos:R:3:forces:R:3:mulliken_charge:R:1 method="wB97M-V/def2-TZVPD" fmax_ev_per_a=0.26 homo_energy_ev=-13.276 lumo_ev=-7.8 multiplicity=1 energy_ha=-2851.6812 charge=+2
V -0.070 -0.063 -0.036 -0.1 0.0 0.2 0.692
I -4.543 1.313 6.086 0.0 0.0 0.0 0.193
C -3.302 1.222 4.425 0.0 0.0 0.0 -0.527
C -2.669 2.375 3.971 0.0 -0.1 0.0 -0.071
C -1.842 2.315 2.861 0.1 0.2 0.0 -0.560
I -0.885 4.027 2.169 0.0 0.0 0.0 0.059
C -1.643 1.102 2.208 -0.1 -0.2 0.1 -0.071
O -0.816 1.040 1.148 0.1 0.0 0.0 0.072
C -2.289 -0.052 2.656 0.1 0.0 -0.1 0.997
C -2.111 -1.327 1.885 -0.1 0.0 0.0 -1.200
N -0.694 -1.560 1.500 -0.1 -0.1 0.1 -0.080
C 0.194 -1.800 2.642 0.1 0.0 0.0 -0.945
C 1.518 -1.142 2.397 0.0 0.0 -0.2 0.387
C 2.629 -1.397 3.181 0.0 0.1 0.2 -0.933
C 3.757 -0.611 3.029 0.0 0.0 0.0 -0.378
C 3.742 0.418 2.096 0.0 0.0 0.0 -0.883
C 2.634 0.555 1.291 0.0 0.0 0.0 -0.359
N 1.551 -0.237 1.403 0.1 0.1 0.0 0.874
C -3.108 0.010 3.770 0.0 0.1 0.0 -0.762
H -2.819 3.316 4.481 0.0 0.0 0.0 0.407
H -2.690 -1.301 0.959 0.0 0.0 0.0 0.312
H -2.477 -2.174 2.471 0.0 0.0 0.0 0.497
H -0.699 -2.385 0.906 0.1 0.0 0.0 0.477
H 0.303 -2.870 2.827 0.0 0.0 0.0 0.518
H -0.242 -1.355 3.540 0.0 0.0 0.0 0.379
H 2.588 -2.178 3.928 0.0 0.0 0.0 0.534
H 4.630 -0.785 3.643 0.0 0.0 0.0 0.453
H 4.581 1.088 1.979 0.0 0.0 0.0 0.488
H 2.600 1.312 0.519 0.0 0.0 0.0 0.466
H -3.605 -0.885 4.122 0.0 0.0 0.0 0.462
N 0.976 1.752 -2.771 0.1 0.2 0.0 -0.038
C 1.829 0.742 -2.421 0.0 0.0 0.0 0.755
C 2.968 0.569 -3.229 0.1 0.0 0.0 -0.822
C 3.821 -0.470 -2.987 0.0 0.0 0.0 -0.492
C 3.540 -1.353 -1.935 0.0 0.0 0.0 -0.896
C 2.446 -1.103 -1.165 -0.1 0.1 -0.1 -0.268
N 1.602 -0.044 -1.365 -0.2 -0.1 0.1 0.425
C -0.313 2.071 -2.383 0.0 -0.1 0.1 0.805
C -0.967 3.058 -3.127 -0.1 0.1 0.0 -0.887
C -2.256 3.400 -2.806 0.0 0.0 0.0 -0.406
C -2.881 2.751 -1.740 0.1 0.0 0.0 -0.976
C -2.169 1.815 -1.044 0.1 0.0 -0.1 -0.267
N -0.889 1.466 -1.348 0.1 0.0 0.1 0.205
H 1.324 2.335 -3.517 0.0 -0.1 0.0 0.209
H 3.141 1.244 -4.056 0.0 0.0 0.0 0.441
H 4.690 -0.615 -3.615 0.0 0.0 0.0 0.452
H 4.163 -2.210 -1.728 0.0 0.0 0.0 0.491
H 2.202 -1.753 -0.340 0.0 0.0 0.0 0.339
H -0.458 3.536 -3.954 0.0 0.0 0.0 0.438
H -2.775 4.157 -3.377 0.0 0.0 0.0 0.456
H -3.897 2.978 -1.452 0.0 0.0 0.0 0.491
H -2.616 1.310 -0.203 0.0 0.0 0.0 0.445
O -0.777 -1.166 -0.876 0.0 0.2 -0.1 -0.397



15
Properties=species:S:1:pos:R:3:forces:R:3:mulliken_charge:R:1 method="wB97M-V/def2-TZVPD" fmax_ev_per_a=9.22 homo_energy_ev=-9.272 lumo_ev=0.5 multiplicity=1 energy_ha=-324.8632 smiles="CC(=O)O.CN"
C 0.923 -2.434 1.050 -3.6 0.3 -4.0 -0.666
N -0.225 -1.967 1.916 8.9 2.3 0.7 -0.488
H -1.033 -2.042 1.553 -7.0 -0.7 -3.8 0.175
H -0.200 -2.519 2.690 0.0 -1.6 2.8 0.205
H -2.035 0.287 -0.804 3.0 4.7 0.1 0.374
H 0.904 -1.992 -0.056 -0.2 0.0 2.5 0.164
H 0.707 -3.453 0.721 0.7 -0.5 0.6 0.280
H 1.907 -2.282 1.362 1.2 0.2 1.2 0.333
C 0.150 2.958 -1.144 -0.9 -0.6 0.1 -0.927
C -0.322 1.541 -1.371 -0.7 -4.5 -1.8 0.785
O 0.101 0.620 -2.117 -0.8 3.6 2.5 -0.579
O -1.533 1.338 -0.674 -0.8 -3.4 -0.7 -0.537
H 0.626 3.135 -0.204 0.2 -0.5 0.9 0.290
H -0.813 3.450 -1.058 0.2 0.8 -0.4 0.286
H 0.843 3.361 -1.864 -0.3 -0.2 -0.7 0.305



Energy relative to the best compared isomer or geometry (same formula, charge and spin) across the listed records, respectively: 10.26, 68.66 kcal/mol.
Orbital gap across the listed records, respectively: 0.203, 0.359 Ha.